No. 1
# C37H40BrClN3O5Zn

A molecular structure, C37H40BrClN3O5Zn (ωB97M-V/def2-TZVPD, OMol25).

Net charge: -1
HOMO energy (eV): -4.718
ΔE to the lowest compared entry with this formula, charge and spin (kcal per mole): 6.5
Electronic energy (eV): -184714.0473

Atoms and positions in Å:
Zn1 -1.331 -1.008 -0.268
C1 -2.638 -4.733 1.563
C2 -2.473 -3.274 1.264
N1 -2.172 -2.841 0.088
N2 -2.201 -3.638 -0.984
C3 -2.239 -2.878 -2.087
O1 -2.317 -1.617 -2.101
C4 -2.313 -3.632 -3.369
C5 -1.859 -4.946 -3.446
C6 -1.979 -5.651 -4.631
C7 -2.555 -5.051 -5.744
C8 -2.985 -3.734 -5.678
C9 -2.859 -3.024 -4.493
C10 -2.794 -2.258 2.281
C11 -2.887 -2.573 3.638
C12 -3.303 -1.600 4.529
C13 -3.616 -0.337 4.053
C14 -3.484 -0.103 2.692
N3 -3.102 -1.030 1.831
H1 -2.601 -5.281 0.625
H2 -3.586 -4.926 2.068
H3 -1.826 -5.079 2.208
H4 -1.407 -5.379 -2.566
H5 -1.623 -6.673 -4.692
H6 -2.663 -5.610 -6.667
H7 -3.421 -3.262 -6.550
H8 -3.190 -1.995 -4.425
H9 -2.608 -3.559 3.985
H10 -3.369 -1.817 5.588
H11 -3.951 0.448 4.718
H12 -3.702 0.874 2.272
C15 3.046 4.799 0.352
C16 2.942 4.114 1.720
C17 4.361 3.707 2.146
C18 2.385 5.113 2.746
C19 2.014 2.902 1.656
C20 0.938 2.849 0.784
C21 0.134 1.731 0.769
Br1 -1.435 1.755 -0.347
C22 0.342 0.564 1.542
O2 -0.379 -0.497 1.390
C23 1.375 0.684 2.529
C24 2.154 1.832 2.541
C25 1.574 -0.345 3.655
C26 1.360 -1.807 3.233
C27 2.992 -0.271 4.245
C28 0.567 -0.008 4.768
H13 3.807 5.582 0.383
H14 2.103 5.264 0.060
H15 3.327 4.075 -0.415
H16 5.043 4.551 2.024
H17 4.723 2.879 1.533
H18 4.398 3.404 3.193
H19 3.019 6.002 2.813
H20 2.333 4.646 3.732
H21 1.376 5.421 2.465
H22 0.701 3.672 0.123
H23 2.931 1.904 3.289
H24 2.070 -2.092 2.454
H25 0.360 -1.968 2.849
H26 1.508 -2.458 4.101
H27 3.745 -0.301 3.455
H28 3.148 -1.127 4.903
H29 3.146 0.632 4.840
H30 -0.454 -0.056 4.387
H31 0.744 0.998 5.158
H32 0.662 -0.720 5.594
C29 2.287 3.166 -3.497
C30 0.896 2.690 -3.808
C31 -0.122 3.582 -4.103
C32 -1.402 3.124 -4.372
Cl1 -2.664 4.270 -4.731
C33 -1.685 1.773 -4.353
C34 -0.669 0.872 -4.074
C35 0.614 1.317 -3.792
O3 1.667 0.511 -3.513
C36 1.503 -0.898 -3.469
C37 0.707 -1.472 -2.274
O4 0.603 -2.697 -2.239
O5 0.282 -0.621 -1.433
H33 2.328 4.254 -3.487
H34 2.995 2.789 -4.237
H35 2.604 2.786 -2.524
H36 0.081 4.646 -4.114
H37 -2.689 1.415 -4.536
H38 -0.913 -0.177 -4.028
H39 2.516 -1.290 -3.396
H40 1.053 -1.283 -4.390

Atomic partial charges in e from the Löwdin method, atoms 1 to 4: number 1, Zn, carries 0.66; number 2, C, carries -0.03; number 3, C, carries -0.25; number 4, N, carries -0.02

***

No. 2
# C2H4O6S

A single C2H4O6S molecule at a distorted geometry (ωB97M-V/def2-TZVPD, OMol25).

HOMO energy (eV): -11.240
ΔE to the lowest compared entry with this formula, charge and spin (kcal per mole): 17.6
Electronic energy (eV): -25256.7847

Atoms and positions in Å:
C1 -0.648 0.538 -0.197
C2 0.737 -0.114 -0.413
O1 -2.737 1.374 1.495
O2 -0.921 2.392 2.729
O3 -0.754 0.072 2.002
O4 -0.581 1.712 0.317
O5 -1.759 0.098 -0.481
O6 1.636 0.262 0.652
S1 -1.255 1.387 1.793
H1 1.133 0.159 -1.286
H2 0.677 -1.174 -0.490
H3 -2.692 1.298 0.453
H4 1.357 0.085 1.547

Atomic partial charges in e from the Löwdin method, atoms 1 to 4: number 1, C, carries -0.54; number 2, C, carries -0.08; number 3, O, carries -0.09; number 4, O, carries -0.18

***

No. 3
# C3H2LiO3Tm

A molecular structure, C3H2LiO3Tm at a distorted geometry (ωB97M-V/def2-TZVPD, OMol25).

Net charge: +2
HOMO energy (spin up / spin down) (eV): -16.101 / -16.223
ΔE to the lowest compared entry with this formula, charge and spin (kcal per mole): 0.0
2S+1: 3
Electronic energy (eV): -39001.3470

Atoms and positions in Å:
C1 1.014 -1.461 4.409
C2 1.018 -0.788 3.264
O1 1.270 -1.145 2.079
Tm1 0.399 -0.311 0.112
H1 1.289 -0.987 5.339
H2 0.700 -2.491 4.474
O2 0.244 1.732 4.487
C3 0.646 1.297 3.470
Li1 -0.306 3.747 2.666
O3 0.267 1.692 2.234

Atomic partial charges in e from the Löwdin method, atoms 1 to 4: number 1, C, carries 0.19; number 2, C, carries -0.27; number 3, O, carries -0.18; number 4, Tm, carries 1.72

***

No. 4
# CH7NO2

2 unconnected molecules or ions with the total composition CH7NO2 (ωB97M-V/def2-TZVPD, OMol25).

HOMO energy (eV): -9.662
ΔE to the lowest compared entry with this formula, charge and spin (kcal per mole): 6.8
SMILES: NCO.O
Electronic energy (eV): -6735.0505

Atoms and positions in Å:
N1 0.631 1.733 0.529
C1 0.621 0.839 -0.604
O1 -0.686 0.695 -1.141
H1 -0.308 2.007 0.793
H2 1.050 1.325 1.351
H3 1.275 1.194 -1.406
H4 0.940 -0.161 -0.336
H5 -0.980 1.577 -1.391
H6 -1.018 -2.329 0.932
H7 -0.341 -3.668 0.683
O2 -1.184 -3.212 0.588

Atomic partial charges in e from the Löwdin method, atoms 1 to 4: number 1, N, carries 0.01; number 2, C, carries -0.36; number 3, O, carries -0.07; number 4, H, carries 0.07